(1)
Computed, not measured: 3 unconnected molecules or ions with the total composition C4H14O2S2 in a non-equilibrium geometry, with ωB97M-V/def2-TZVPD.

```
22
C4H14O2S2 (ωB97M-V/def2-TZVPD)
C 0.625 2.183 -0.819
C 1.729 1.123 -1.056
S 1.165 -0.333 -1.995
S -0.671 -0.760 -1.208
C -0.317 -1.034 0.589
C -0.306 -2.544 0.861
H 0.545 2.449 0.228
H -0.284 1.861 -1.325
H 0.938 3.044 -1.407
H 2.203 0.739 -0.157
H 2.515 1.514 -1.691
H 0.625 -0.559 0.817
H -1.112 -0.516 1.130
H -1.278 -2.967 0.604
H -0.220 -2.705 1.941
H 0.544 -2.989 0.369
H -0.923 0.160 3.882
H 0.125 1.286 3.560
O -0.128 0.370 3.378
H -1.508 1.489 0.520
H -1.327 1.192 1.920
O -1.659 1.923 1.375
```

Output
Kohn-Sham gap: 8.69 eV
molar mass: 158.29 Da
structure (SMILES): CCSSCC.O.O
calculated total energy: -1107.63970 hartree
highest occupied orbital energy: -8.30 eV

---

(2)
Computed, not measured: 7 unconnected molecules or ions with the total composition H14O7 in a non-equilibrium geometry, with ωB97M-V/def2-TZVPD.

```
21
H14O7 (ωB97M-V/def2-TZVPD)
O -7.365 -17.737 -8.638
H -6.883 -18.512 -8.417
H -8.136 -17.994 -9.252
O -10.126 -19.160 -12.357
H -10.851 -18.957 -12.925
H -10.088 -20.097 -12.175
O -9.468 -18.402 -9.867
H -9.960 -18.906 -9.272
H -9.594 -18.758 -10.775
O -10.883 -16.321 -10.540
H -10.399 -15.577 -10.151
H -10.517 -17.097 -10.148
O -11.191 -17.996 -7.023
H -11.742 -17.759 -7.740
H -11.239 -17.309 -6.388
O -10.585 -20.476 -8.290
H -10.734 -19.795 -7.673
H -9.633 -20.710 -8.307
O -7.857 -19.794 -13.548
H -8.647 -19.405 -13.190
H -7.640 -19.162 -14.216
```

Output
Kohn-Sham gap: 10.41 eV
molar mass: 126.10 Da
structure (SMILES): O.O.O.O.O.O.O
calculated total energy: -535.05328 hartree
highest occupied orbital energy: -10.26 eV

---

(3)
Computed, not measured: 2 unconnected molecules or ions with the total composition C3H10S3 in a non-equilibrium geometry, with ωB97M-V/def2-TZVPD.

```
16
C3H10S3 (ωB97M-V/def2-TZVPD)
C -3.441 -2.583 1.313
S -1.726 -2.207 0.894
S -1.877 -0.183 0.527
H -3.713 -2.063 2.221
H -3.500 -3.657 1.511
H -4.100 -2.348 0.481
H -1.735 -0.205 -0.806
C 2.784 1.817 -1.601
C 2.065 1.759 -0.287
S 1.924 0.013 0.277
H 2.342 1.132 -2.324
H 3.798 1.424 -1.500
H 2.717 2.816 -2.025
H 2.517 2.351 0.499
H 1.005 1.986 -0.354
H 0.940 -0.053 1.174
```

Output
Kohn-Sham gap: 9.16 eV
molar mass: 142.31 Da
structure (SMILES): CCS.CSS
calculated total energy: -1314.83693 hartree
highest occupied orbital energy: -8.65 eV

---

Sequential energy relative to the best compared isomer or geometry (same formula, charge and spin) output: 6.58 44.28 7.01 kcal/mol